21
Properties=species:S:1:pos:R:3:forces:R:3:mulliken_charge:R:1 method="wB97M-V/def2-TZVPD" de_lowest_kcal_mol=15.3 charge=+1 e_tot_ha=-437.66148 gap_ev=7.9059
H 1.513 -1.838 1.001 -0.983 0.780 -0.366 0.196
H -0.190 -2.975 -0.353 1.003 -0.729 -1.806 0.383
H -0.648 -3.124 1.214 -0.281 -0.843 1.432 0.442
H -2.056 0.128 -1.319 -0.244 0.056 0.151 0.382
H -0.563 0.428 1.799 1.540 -0.753 -0.327 0.155
H 1.155 2.171 0.658 -0.303 -0.530 0.010 0.372
H 0.703 2.992 -0.577 -0.206 -0.274 0.529 0.363
H -1.494 -2.016 0.185 -0.032 0.288 0.173 0.234
Be 0.002 0.855 -0.943 2.507 -3.149 1.986 -0.150
O -1.557 0.773 -0.800 -1.755 2.430 -0.206 -0.267
O 0.561 -0.480 -0.326 0.880 1.495 -2.042 -0.392
H -2.033 1.653 -0.686 0.226 -1.792 -0.326 0.387
H 1.198 0.051 2.432 -0.391 0.320 -0.824 0.286
O 0.476 2.207 -0.037 0.326 1.415 -0.642 -0.384
H 1.654 1.487 -2.521 0.272 -0.513 0.524 0.356
H -0.145 -0.860 2.755 -0.647 -1.166 1.578 0.439
C 0.525 -1.296 0.819 -0.208 -0.212 -1.579 0.848
C 0.278 -0.340 1.952 -1.011 0.600 1.016 -1.335
H 0.371 1.468 -3.255 -0.770 -0.105 -0.514 0.355
O 0.760 1.121 -2.454 0.184 0.638 -0.253 -0.253
C -0.514 -2.412 0.454 -0.105 2.042 1.489 -1.418

17
Properties=species:S:1:pos:R:3:forces:R:3:mulliken_charge:R:1 method="wB97M-V/def2-TZVPD" de_lowest_kcal_mol=131.6 charge=-1 e_tot_ha=-384.33587 gap_ev=5.7317
C 1.939 -0.160 -0.390 1.205 -0.291 1.149 0.819
C 0.497 -0.410 -0.295 0.093 -0.558 -0.858 -0.024
H -2.456 3.145 -1.619 0.514 -0.073 0.162 0.101
H -1.744 3.051 -1.379 -0.513 0.068 -0.161 -0.101
C -1.851 -0.044 0.414 -1.957 -0.274 -0.333 0.447
C -0.445 -0.469 0.761 0.601 -0.204 -1.114 -0.080
C 2.531 0.534 0.674 -0.800 -0.125 0.247 -1.258
H 3.613 -0.664 -1.653 0.045 0.107 0.127 0.327
O -2.467 -0.669 -0.460 0.258 -0.095 -0.134 -0.706
C 2.546 -0.731 -1.494 -0.462 -0.158 -0.590 -1.240
H -0.403 -0.752 1.802 1.139 0.306 0.042 0.378
H 1.885 1.261 1.166 0.234 -0.229 0.421 0.251
H 0.069 -0.390 -1.303 -0.650 0.220 0.368 0.296
H 0.151 0.554 0.505 -0.110 1.409 0.637 -0.071
H 3.598 0.622 0.813 0.044 0.192 -0.300 0.296
H 1.964 -1.033 -2.359 -0.081 -0.303 0.249 0.235
O -2.221 0.917 1.119 0.439 0.006 0.089 -0.671

8
Properties=species:S:1:pos:R:3:forces:R:3:mulliken_charge:R:1 method="wB97M-V/def2-TZVPD" de_lowest_kcal_mol=36.4 charge=-2 e_tot_ha=-1079.26447 gap_ev=4.8846
S 3.109 0.225 0.152 0.414 -0.146 0.122 -0.472
O -1.801 -1.293 0.826 1.004 -0.218 -0.010 -0.822
O 0.768 -0.753 0.505 -0.118 0.590 -0.293 0.088
P -0.791 -0.535 0.016 -1.404 1.753 0.181 0.976
H -0.905 1.551 -0.323 0.513 0.760 -0.976 0.293
O -0.802 -0.566 -1.477 -0.576 -0.263 0.055 -0.664
O -1.044 1.122 0.503 -0.336 -2.232 0.395 -0.534
C 1.466 0.250 -0.201 0.503 -0.243 0.525 -0.864

60
Properties=species:S:1:pos:R:3:forces:R:3:mulliken_charge:R:1 method="wB97M-V/def2-TZVPD" de_lowest_kcal_mol=205.5 charge=-2 e_tot_ha=-1840.70113 gap_ev=1.9622
N -3.496 -8.815 -0.953 -3.020 1.812 -1.863 -0.378
N 0.806 -17.967 3.079 -1.623 -2.820 1.149 -0.392
H 3.496 -6.199 -0.277 0.086 -0.337 -0.876 0.239
H 4.258 -10.523 -2.253 -0.157 -0.072 -0.116 0.226
O 0.366 -15.945 4.009 -0.109 -0.708 0.465 -0.618
N -1.464 -9.311 -0.593 4.495 0.032 -0.631 -0.350
H 8.338 -8.198 0.304 0.025 0.686 0.316 0.151
O 4.500 -9.366 1.817 3.878 2.149 -3.668 -0.814
H 3.002 -5.195 -1.656 0.146 -0.696 0.096 0.223
H -3.175 -8.402 -1.817 -0.084 -0.091 0.352 0.125
N 3.121 -12.648 -2.496 -1.017 -1.440 2.206 -0.387
H 1.251 -18.494 2.342 -0.211 -0.054 0.698 0.188
H -0.713 -9.738 -0.071 0.361 0.269 -0.374 0.245
O 3.599 -9.288 3.774 0.637 3.701 6.711 -0.783
C 3.877 -6.724 9.638 -1.061 -1.884 -0.382 0.630
H 9.462 -6.932 0.061 0.423 -0.580 -0.307 0.204
H -1.380 -8.821 -1.472 0.929 -0.346 0.564 0.163
N 4.471 -6.331 10.717 2.178 -0.264 6.869 -0.403
C 0.917 -16.663 3.192 -0.182 2.245 0.617 0.578
C 9.026 -10.153 6.114 1.048 -0.253 -1.796 0.623
N 9.228 -9.956 -0.795 -2.146 -1.624 0.701 -0.345
O 10.979 -8.693 -1.216 2.175 0.612 -0.323 -0.687
H 1.945 -15.220 2.322 -0.086 0.058 -0.331 0.276
N 4.063 -10.799 -3.205 1.205 2.918 -0.225 -0.381
N 3.304 -4.687 1.256 0.463 1.197 6.582 -0.354
H 1.711 -16.651 1.379 0.359 0.398 0.047 0.203
H 9.493 -10.095 4.065 0.052 -0.348 0.621 0.176
C 3.662 -9.728 2.656 0.404 -0.379 -0.948 0.468
H 3.109 -3.996 1.966 0.030 -0.440 0.160 0.196
N 3.355 -5.301 -0.716 0.863 -3.164 -4.186 -0.442
H 7.102 -9.423 6.148 0.182 0.046 0.265 0.228
O 3.248 -7.745 9.505 -0.495 -0.648 -0.293 -0.610
O 10.085 -10.458 6.617 0.812 0.167 1.417 -0.668
N 1.777 -16.216 2.288 1.767 1.805 -1.986 -0.479
H -4.503 -8.840 -0.880 0.456 -0.272 0.510 0.191
H 9.582 -10.810 -1.202 -0.245 0.482 0.277 0.190
H 3.900 -5.927 7.834 0.283 0.440 -0.042 0.264
O 3.549 -12.436 -4.663 0.032 -0.213 -1.826 -0.677
H 8.031 -9.462 7.630 -0.667 -0.158 -0.071 0.199
H 8.332 -9.805 -0.353 -0.302 -1.868 -0.434 0.160
H 0.240 -18.317 3.839 0.067 -0.893 -0.603 0.236
H 4.890 -5.156 9.113 -0.306 -0.100 -1.355 0.164
H 2.813 -13.607 -2.571 0.119 0.453 -0.211 0.187
O 2.867 -10.601 2.376 -4.516 -5.170 -2.645 -0.776
H 4.380 -10.198 -3.952 -0.017 -0.201 0.294 0.200
C 9.916 -8.844 -0.660 2.199 -0.014 -2.400 0.664
N 4.163 -5.784 8.799 -0.328 2.644 -5.061 -0.408
N 8.813 -10.191 4.805 -0.664 -0.275 -3.376 -0.351
O 2.349 -3.400 -0.330 -1.255 2.377 0.030 -0.694
C 2.922 -4.378 0.078 -0.184 0.674 -1.531 0.604
H 4.588 -7.001 11.464 -0.150 0.383 0.033 0.198
N 9.253 -7.916 -0.020 -2.311 2.276 2.275 -0.347
H 3.064 -12.208 -1.589 -0.025 -0.198 0.027 0.219
C 3.573 -11.976 -3.545 -0.154 -1.159 0.115 0.588
H 4.821 -5.392 10.839 -0.134 -0.611 0.265 0.158
H 7.847 -10.046 4.549 0.338 0.021 -0.741 0.180
C -2.644 -9.406 -0.103 -3.260 -1.824 1.141 0.634
H 3.745 -5.548 1.549 -0.121 0.077 -0.142 0.206
N 7.899 -9.755 6.673 -1.331 0.790 3.553 -0.401
O -3.013 -10.058 0.862 0.148 0.393 0.388 -0.642

38
Properties=species:S:1:pos:R:3:forces:R:3:mulliken_charge:R:1 method="wB97M-V/def2-TZVPD" smiles="CC1=CC(=O)C=C(O)C1=O.c1ccncc1.c1ccncc1" de_lowest_kcal_mol=123.0 e_tot_ha=-992.51536 gap_ev=8.3034
H -2.663 2.636 -0.248 1.755 -0.299 -0.573 0.279
C 5.561 1.217 4.215 -0.008 -0.090 0.052 -0.628
C -1.608 2.307 -0.532 2.287 -1.869 -0.660 -0.529
C 4.821 1.282 3.046 -0.319 -0.332 -0.293 0.009
H 1.915 3.599 -0.290 -1.401 -0.614 -0.390 0.375
H -3.447 -3.695 -2.697 -0.046 0.016 -0.014 0.365
C -6.862 -2.049 -2.950 -0.122 -0.495 -0.135 -0.240
C -1.289 0.967 -0.848 -1.380 3.092 1.209 0.577
O 0.384 -0.418 -1.967 -0.610 2.809 2.130 -0.560
C 4.125 -0.883 3.259 -0.126 0.333 -0.392 -0.224
H 4.808 -1.995 4.968 -0.016 0.033 -0.049 0.347
H 6.128 -0.066 5.844 -0.033 0.007 -0.055 0.365
C 1.085 2.877 -0.548 -0.017 -3.279 -0.798 -0.338
N -6.759 -3.352 -3.248 0.480 0.325 0.169 -0.556
C 0.185 0.603 -1.274 0.763 -2.280 -1.462 0.410
H 3.492 1.153 0.059 -1.102 -0.440 -1.041 0.129
H 3.541 -1.695 2.839 0.032 -0.011 0.061 0.349
H -2.864 0.347 0.027 0.325 -0.484 -0.911 0.307
C -5.792 -1.260 -2.557 0.091 -0.131 0.001 -0.400
N 4.106 0.258 2.555 0.343 0.005 0.507 -0.297
C -0.418 3.346 -0.590 -0.416 1.751 0.241 0.088
C 2.917 0.987 -0.906 -0.623 0.460 -1.274 -0.936
H 3.459 1.588 -1.723 -0.738 -0.901 1.136 0.311
H 4.786 2.194 2.458 0.050 0.019 0.061 0.323
H 6.122 2.075 4.562 -0.038 -0.025 -0.037 0.341
H -5.484 -4.955 -3.399 0.052 0.023 0.019 0.346
H 2.915 -0.098 -1.255 0.036 1.447 0.747 0.294
C -4.407 -3.200 -2.762 -0.080 0.091 0.010 -0.484
C 1.426 1.535 -0.878 -1.549 2.455 1.055 0.566
O -2.357 0.018 -0.753 2.114 1.263 0.449 -0.427
C -5.538 -3.900 -3.150 -0.518 0.093 -0.072 -0.210
H -7.861 -1.633 -3.036 0.045 0.040 0.011 0.343
O -0.666 4.568 -0.642 0.577 -3.114 0.217 -0.541
H -5.934 -0.211 -2.330 -0.019 -0.040 -0.026 0.348
C 4.830 -1.050 4.440 0.068 0.120 0.034 -0.485
C 5.562 0.025 4.924 0.046 -0.019 0.080 -0.112
C -4.541 -1.852 -2.461 0.150 0.102 0.030 0.046
H -3.680 -1.270 -2.155 -0.055 -0.060 -0.035 0.450

13
Properties=species:S:1:pos:R:3:forces:R:3:mulliken_charge:R:1 method="wB97M-V/def2-TZVPD" de_lowest_kcal_mol=83.1 e_tot_ha=-394.83511 gap_ev=9.9870
H 0.387 -3.698 0.493 -2.401 2.525 0.025 0.381
C -0.573 1.576 0.099 -2.426 2.541 -1.643 -0.460
N -1.392 -0.989 0.095 0.300 0.165 -0.511 -0.810
H -1.172 2.335 -0.487 0.384 -1.083 0.228 0.216
C 0.816 1.425 -0.346 5.366 1.764 -1.214 -0.369
O -0.484 -3.126 0.577 1.109 -1.419 -0.549 -0.513
H 1.712 1.829 0.167 -0.882 0.228 0.177 0.339
N -0.699 0.181 -0.316 -0.893 -2.683 1.834 0.402
N 0.878 -1.323 0.067 1.288 2.376 -0.609 -0.666
C -0.382 -1.838 0.181 0.668 0.344 0.969 0.691
H 0.955 1.713 -1.417 -0.085 -0.310 0.761 0.159
C 0.640 -0.023 -0.203 -2.318 -3.651 -0.854 0.353
H -0.686 1.937 1.091 -0.109 -0.796 1.386 0.276

14
Properties=species:S:1:pos:R:3:forces:R:3:mulliken_charge:R:1 method="wB97M-V/def2-TZVPD" de_lowest_kcal_mol=0.0 charge=+2 e_tot_ha=-1440.68149 gap_ev=6.9268
O -0.007 2.562 1.602 0.012 -4.278 -2.365 -0.076
C -0.015 1.030 -1.556 -0.012 3.755 -2.482 0.417
C 0.002 -0.370 2.527 0.097 -0.130 6.761 0.459
O 3.405 0.002 -0.249 -5.107 -0.784 1.004 -0.036
O -0.037 -2.437 -0.947 -0.017 0.694 -1.236 -0.358
O 0.006 -0.109 3.654 -0.037 -1.022 -5.091 -0.063
C -0.008 1.530 1.082 -0.066 5.802 2.775 0.416
O -3.431 -0.016 -0.256 5.131 -0.767 1.002 -0.034
Sc -0.009 -0.641 0.169 -0.037 0.222 -2.683 -0.046
O -0.008 1.847 -2.370 -0.014 -3.366 2.795 -0.115
H 0.094 -1.526 -2.882 -0.119 -0.903 0.435 0.393
C 2.285 -0.178 -0.035 5.962 0.861 -1.084 0.438
C 0.029 -1.502 -1.774 0.213 -0.933 1.231 0.174
C -2.309 -0.192 -0.042 -6.005 0.849 -1.061 0.433